Formula: C48H65As2BI2N7S2Ti
Source: OMol25
Level of theory: ωB97M-V/def2-TZVPD

- Kohn-Sham gap (eV) = 5.451
- energy above the lowest of the compared OMol25 structures with the same formula, charge and spin (kcal/mol) = 0.0
- charge = +3
- HOMO level (Eh) = -0.513

Geometry as XYZ:
```
128
C48H65As2BI2N7S2Ti ωB97M-V/def2-TZVPD
Ti 0.018 -0.955 -0.551
I -4.654 -0.089 -1.092
C -3.716 1.371 -2.298
I -1.716 1.933 -1.842
H -4.305 2.278 -2.233
H -3.687 0.997 -3.314
C -3.707 -2.459 -4.395
N -3.217 -3.242 -3.263
C -3.712 -4.478 -2.900
C -2.997 -4.892 -1.834
N -2.069 -3.909 -1.540
B -0.981 -3.942 -0.457
N -1.571 -3.967 0.967
C -2.011 -5.096 1.628
C -2.475 -4.716 2.836
N -2.302 -3.348 2.918
C -2.691 -2.552 4.076
C -1.748 -2.914 1.770
S -1.364 -1.240 1.479
C -2.221 -2.923 -2.424
S -1.315 -1.447 -2.550
H -3.683 -3.076 -5.290
H -4.724 -2.130 -4.194
H -3.061 -1.598 -4.536
H -4.519 -4.944 -3.435
H -3.062 -5.808 -1.277
H -0.412 -2.862 -0.546
H -0.190 -4.825 -0.617
H -1.946 -6.074 1.188
H -2.908 -5.282 3.640
H -2.226 -2.967 4.969
H -3.772 -2.572 4.188
H -2.371 -1.524 3.925
N 0.650 0.833 0.354
C 1.044 1.834 0.804
N 1.469 2.942 1.289
C 2.304 3.877 0.470
C 2.938 4.891 1.404
C 1.891 5.705 2.167
C 0.717 4.831 2.654
C 1.078 3.358 2.666
H 1.662 4.361 -0.268
H 3.065 3.288 -0.045
H 3.568 5.545 0.800
H 3.611 4.371 2.090
H 1.504 6.492 1.520
H 2.370 6.205 3.008
H -0.154 4.971 2.010
H 0.407 5.110 3.661
H 0.242 2.732 2.977
H 1.928 3.166 3.326
C 2.358 -0.893 4.894
N 2.310 -1.781 3.698
C 1.235 -2.810 3.827
C 2.150 -0.999 2.414
C 2.527 -1.852 1.232
C 3.764 -2.495 1.272
C 4.191 -3.328 0.251
C 3.364 -3.540 -0.839
C 2.144 -2.886 -0.895
C 1.710 -2.011 0.103
H 2.482 -1.506 5.783
H 1.419 -0.345 4.944
H 3.196 -0.208 4.790
H 3.198 -2.288 3.642
H 0.298 -2.282 3.987
H 1.467 -3.455 4.670
H 1.197 -3.383 2.903
H 2.776 -0.109 2.503
H 1.101 -0.707 2.387
H 4.450 -2.326 2.098
H 5.158 -3.807 0.311
H 3.666 -4.202 -1.639
H 1.508 -3.069 -1.757
C 6.280 -0.138 -1.514
C 5.857 -0.629 -2.739
C 4.503 -0.664 -3.051
C 3.574 -0.202 -2.127
C 3.997 0.283 -0.893
C 5.350 0.322 -0.591
As 1.692 -0.182 -2.573
C 1.487 1.506 -3.467
C 1.527 2.774 -2.915
C 1.390 3.877 -3.744
C 1.218 3.694 -5.112
C 1.192 2.421 -5.662
C 1.329 1.308 -4.839
C 1.362 -0.104 -5.285
C 1.223 -0.536 -6.600
C 1.292 -1.888 -6.895
C 1.502 -2.825 -5.890
C 1.636 -2.410 -4.572
C 1.568 -1.056 -4.281
H 7.335 -0.108 -1.280
H 6.581 -0.980 -3.462
H 4.184 -1.036 -4.016
H 3.273 0.631 -0.163
H 5.684 0.713 0.361
H 1.667 2.907 -1.846
H 1.420 4.877 -3.334
H 1.118 4.554 -5.759
H 1.078 2.304 -6.731
H 1.068 0.178 -7.398
H 1.191 -2.215 -7.921
H 1.568 -3.876 -6.135
H 1.806 -3.149 -3.801
C -2.034 1.917 4.369
C -2.652 2.940 3.419
As -3.439 2.107 1.810
C -5.168 1.542 2.564
C -5.147 0.117 3.100
C -4.029 3.759 0.916
C -5.015 4.643 1.673
H -1.433 2.396 5.145
H -1.401 1.201 3.830
H -2.805 1.341 4.881
H -1.895 3.645 3.061
H -3.407 3.528 3.941
H -5.902 1.636 1.761
H -5.458 2.247 3.344
H -6.148 -0.213 3.379
H -4.753 -0.584 2.359
H -4.523 0.046 3.991
H -4.459 3.453 -0.043
H -3.116 4.313 0.676
H -5.980 4.153 1.796
H -5.189 5.573 1.132
H -4.649 4.911 2.664
```

***

Formula: C3H8NSe
Source: OMol25
Level of theory: ωB97M-V/def2-TZVPD

- Kohn-Sham gap (eV) = 9.043
- energy above the lowest of the compared OMol25 structures with the same formula, charge and spin (kcal/mol) = 44.4
- charge = +1
- HOMO level (Eh) = -0.520

Geometry as XYZ:
```
13
C3H8NSe ωB97M-V/def2-TZVPD
C 0.132 0.526 -0.529
C 0.562 -0.687 -1.294
C -1.046 -1.965 0.625
N 0.834 0.316 0.703
Se 0.612 -1.827 0.273
H 0.404 1.462 -1.101
H -1.023 0.516 -0.517
H -0.193 -1.006 -2.098
H 1.573 -0.637 -1.739
H -1.449 -2.736 1.216
H -1.734 -1.470 -0.082
H 1.865 0.327 0.502
H 0.734 1.051 1.355
```

***

Formula: C7H12CrN3
Source: OMol25
Level of theory: ωB97M-V/def2-TZVPD

- 2S+1 = 5
- Kohn-Sham gap (alpha / beta) (eV) = 4.296 / 6.747
- charge = -1
- HOMO level (alpha / beta) (Eh) = -0.059 / -0.151

Geometry as XYZ:
```
23
C7H12CrN3 ωB97M-V/def2-TZVPD
C -1.382 1.428 -3.000
Cr -0.592 0.860 -1.447
N 0.340 -0.749 -2.145
H -1.545 1.756 -0.524
H 0.250 2.048 -1.932
H -1.870 2.468 -3.002
H -2.188 0.639 -2.832
H -0.820 1.256 -3.967
H 0.040 -1.600 -1.692
H 1.340 -0.779 -1.944
H 0.300 -0.995 -3.129
N 1.615 -1.663 5.238
C 1.247 -1.286 4.190
C 0.797 -0.815 2.904
C -0.038 -1.571 2.083
C -0.475 -1.093 0.850
N -0.095 0.117 0.338
C 0.693 0.868 1.153
C 1.149 0.439 2.399
H -0.350 -2.550 2.436
H -1.142 -1.702 0.245
H 0.946 1.851 0.781
H 1.779 1.076 2.997
```

***

Formula: C21H30BrN5O2Se4Tc
Source: OMol25
Level of theory: ωB97M-V/def2-TZVPD

- 2S+1 = 2
- Kohn-Sham gap (alpha / beta) (eV) = 4.289 / 4.178
- energy above the lowest of the compared OMol25 structures with the same formula, charge and spin (kcal/mol) = 248.6
- charge = -2
- HOMO level (alpha / beta) (Eh) = 0.003 / 0.007

Geometry as XYZ:
```
64
C21H30BrN5O2Se4Tc ωB97M-V/def2-TZVPD
Tc -0.823 0.149 1.041
Se -0.942 0.143 3.794
Se -3.077 0.044 5.025
Se -4.588 0.057 3.172
Se -3.409 0.137 1.085
C 2.199 1.499 1.564
C 3.747 1.417 1.551
N 4.267 0.153 1.043
C 3.680 -0.928 1.846
C 2.116 -0.939 1.810
N 1.561 0.122 0.983
C 2.201 -0.024 -0.355
C 3.748 -0.012 -0.308
H 1.850 2.333 0.965
H 1.900 1.696 2.579
H 4.123 1.560 2.567
H 4.169 2.225 0.943
H 4.033 -0.830 2.877
H 4.064 -1.882 1.474
H 1.710 -0.846 2.825
H 1.701 -2.012 1.327
H 1.831 0.773 -0.999
H 1.863 -0.962 -0.792
H 4.148 0.790 -0.935
H 4.133 -0.950 -0.721
N -4.079 -3.790 -0.898
C -3.124 -4.617 -0.414
O -3.221 -5.834 -0.522
C -1.953 -3.980 0.261
C -0.953 -4.780 0.793
C 0.112 -4.154 1.415
C 0.146 -2.768 1.490
N -0.813 -1.974 0.976
C -1.836 -2.606 0.371
H -4.867 -4.221 -1.347
H -4.057 -2.786 -0.826
H -1.019 -5.857 0.718
H 0.921 -4.733 1.842
H 1.048 -2.190 2.034
H -2.581 -1.936 -0.025
O 0.217 1.205 2.162
Br -0.950 2.760 1.002
C -1.671 5.065 -1.310
N -0.949 3.849 -1.645
C 0.430 3.889 -0.938
C -1.864 2.620 -1.365
C -1.280 1.356 -1.976
C -1.180 1.322 -3.361
C -0.718 0.194 -4.035
C -0.349 -0.917 -3.306
C -0.420 -0.893 -1.911
C -0.858 0.218 -1.177
H -1.064 5.937 -1.574
H -1.931 5.130 -0.243
H -2.594 5.115 -1.894
H 1.008 4.750 -1.308
H 0.972 2.990 -1.236
H 0.430 3.951 0.200
H -2.862 2.773 -1.794
H -2.051 2.412 -0.285
H -1.490 2.195 -3.927
H -0.659 0.183 -5.119
H 0.007 -1.807 -3.820
H -0.102 -1.781 -1.375
```